This record from OMol25 describes C40H98Br3NO25P6 as an isolated structure in a non-equilibrium geometry. The level of theory is ωB97M-V/def2-TZVPD.

For the electronic energy, the calculation gives -13287.9908 Eh. The orbital gap is 5.31 eV.

```
173
Properties=species:S:1:pos:R:3:forces:R:3:lowdin_charge:R:1
C -1.0835 -0.2254 -1.2431 2.09 -6.20 -2.80 -0.47
O -1.1500 0.5307 -2.2030 -13.00 -13.40 -4.50 -0.03
N -0.1409 -1.1686 -1.0696 -1.11 -0.30 1.15 -0.01
C -0.1209 -1.9373 0.2219 -0.15 0.91 -2.85 -0.22
C 0.8022 -1.4487 -2.0924 -0.29 1.70 -1.19 -0.05
H -1.8012 -0.1287 -0.4137 5.80 -4.38 -2.88 -0.01
H 0.8479 -1.6989 0.6610 -1.16 -1.53 -0.86 -0.05
H -0.2873 -3.0022 0.0589 -0.30 0.41 -0.01 0.06
H -0.9089 -1.5292 0.8548 0.99 -0.48 -1.31 -0.06
H 0.8639 -2.5265 -2.2426 -2.14 3.89 -0.24 0.01
H 0.4874 -1.0809 -3.0690 -0.11 0.55 0.41 0.11
H 1.7505 -0.9843 -1.8220 -0.77 -0.17 -1.15 0.08
C -0.0275 -2.8367 3.0494 0.01 0.82 -0.69 -1.17
Br -1.8351 -3.0766 2.1786 0.95 -2.28 2.52 0.86
Br 0.7623 -1.0477 2.5935 2.59 -2.72 3.14 1.08
Br 1.3215 -4.2284 2.7014 -1.05 0.61 0.00 0.66
H -0.2080 -2.7910 4.1234 -0.01 -0.18 -0.30 -0.02
C -4.0419 -5.6771 0.6978 -0.44 0.13 -0.17 -0.07
C -3.5136 -5.9903 -0.6737 -0.33 -0.66 -0.59 -0.25
O -2.7147 -4.8720 -1.1068 -0.28 0.28 -0.84 -0.21
P -3.1018 -3.9626 -2.3684 0.12 0.54 -1.49 0.53
O -4.5184 -3.9618 -2.8185 1.49 -0.06 0.64 -0.23
O -1.9944 -4.4377 -3.5348 -3.43 -0.35 1.80 -0.30
C -1.6767 -3.8151 -4.7704 -0.62 0.54 0.15 -0.22
C -0.6567 -2.6801 -4.6049 -0.07 -0.32 -0.61 -0.04
O -2.5054 -2.5486 -1.8431 -0.16 -0.53 -1.16 -0.19
C -3.2862 -1.3942 -1.4847 -1.86 -0.88 1.31 -0.18
C -3.6949 -1.5784 0.0211 -0.15 0.27 -1.31 -0.03
H -3.2129 -5.5252 1.3890 -0.18 0.19 0.02 0.04
H -4.6723 -4.7968 0.5725 0.20 0.30 0.41 0.07
H -4.7105 -6.4357 1.1048 0.20 -0.30 -0.17 0.08
H -2.9243 -6.9069 -0.6959 0.49 0.22 0.10 0.12
H -4.2923 -6.1694 -1.4150 -0.29 0.22 0.16 0.11
H -1.2844 -4.6087 -5.4062 0.21 -0.01 0.12 0.12
H -2.6509 -3.5608 -5.1880 0.25 0.70 -0.46 0.12
H -0.9794 -1.8081 -4.0360 -0.49 -0.24 -0.17 0.07
H 0.2592 -3.0333 -4.1310 -0.17 -0.21 -0.18 0.06
H -0.3476 -2.3596 -5.5999 -0.12 0.17 -0.08 0.09
H -2.7310 -0.4645 -1.6094 -0.85 -1.37 -0.92 0.08
H -4.1288 -1.2487 -2.1606 -0.34 -0.59 0.13 0.14
H -2.8648 -1.9375 0.6296 -0.20 0.32 -0.79 -0.05
H -3.9899 -0.6072 0.4184 -0.44 -0.28 0.11 0.06
H -4.4859 -2.3211 0.1246 -0.18 0.18 -0.03 0.09
C 2.8536 -2.5975 -0.7499 1.18 0.97 1.57 -0.12
C 2.8221 -1.2012 -0.2124 1.01 0.33 0.23 -0.24
O 3.8883 -1.1659 0.7591 0.21 0.28 0.57 -0.17
P 4.2037 0.1492 1.5853 0.46 1.87 -0.59 0.43
O 4.4288 1.3472 0.7275 -0.37 -1.49 1.43 -0.22
O 3.0112 0.2577 2.6765 0.60 -0.52 -0.52 -0.34
C 2.9168 1.4447 3.4694 0.14 2.85 0.89 -0.24
C 1.8474 1.3958 4.5869 10.87 0.03 -2.00 -0.11
O 5.4600 -0.2581 2.4809 -0.51 -0.41 -0.51 -0.15
C 5.5154 -1.5216 3.1721 1.17 -1.19 -1.56 -0.29
C 5.3977 -1.3535 4.6082 -0.24 0.99 1.97 -0.08
H 3.8459 -2.9015 -1.0830 -0.32 1.07 0.25 0.07
H 2.5821 -3.2193 0.1032 0.29 -0.21 0.06 0.08
H 2.1673 -2.8300 -1.5641 3.48 2.02 2.33 0.00
H 2.9192 -0.4806 -1.0244 1.01 0.50 0.53 0.12
H 1.9291 -0.9121 0.3419 0.55 0.17 -0.57 0.05
H 3.8832 1.7657 3.8580 0.53 -0.45 -0.26 0.11
H 2.5908 2.2399 2.7990 0.28 0.11 -0.22 0.12
H 1.8934 2.1402 5.3819 0.71 0.57 -0.45 0.11
H 0.8189 1.4459 4.2292 7.07 1.22 -4.49 -0.19
H 2.0771 0.4664 5.1080 -0.35 0.56 -0.64 0.04
H 4.8751 -2.3012 2.7593 -0.66 0.46 -0.16 0.11
H 6.5001 -1.9442 2.9721 0.31 0.32 -0.25 0.12
H 6.0554 -0.5327 4.8940 -0.13 0.25 0.10 0.09
H 4.3780 -1.0941 4.8931 -0.02 0.01 0.20 0.07
H 5.7595 -2.1821 5.2170 -0.25 -0.37 -0.34 0.09
C -2.4775 1.4300 -0.1563 -2.88 5.23 -0.49 -0.15
C -3.8852 2.0589 -0.2724 0.93 -1.79 -0.29 -0.19
O -3.9899 3.2970 0.3963 0.35 2.40 -0.76 -0.16
P -3.2308 4.5877 -0.2511 0.12 0.74 -0.01 0.55
O -1.7491 4.6344 -0.1344 -2.07 -0.66 0.95 -0.24
O -3.6837 4.5934 -1.7952 -0.48 -0.31 1.92 -0.16
C -3.0919 5.6497 -2.5571 0.08 -0.34 -1.39 -0.28
C -3.9173 5.8345 -3.7798 -0.83 0.23 -1.20 -0.07
O -3.9901 5.9252 0.3319 0.42 -2.09 -0.10 -0.17
C -3.3353 6.7756 1.3037 1.12 0.14 -0.05 -0.25
C -3.0352 8.0927 0.6028 -2.75 -0.38 0.67 -0.09
H -2.0931 1.5510 0.8564 -0.62 1.43 -3.13 0.04
H -2.4377 0.3599 -0.3596 -6.67 5.43 0.02 -0.01
H -1.6310 1.8986 -0.6583 -2.08 0.62 -0.48 0.08
H -4.2464 2.0492 -1.3007 0.06 0.60 -0.12 0.13
H -4.5684 1.3963 0.2590 -0.19 0.09 0.17 0.11
H -2.9671 6.5861 -2.0133 -0.13 -0.33 0.16 0.11
H -2.1574 5.2570 -2.9578 0.30 0.41 0.68 0.11
H -3.8901 4.9230 -4.3769 0.01 -0.06 -0.03 0.08
H -4.9711 6.0886 -3.6657 -0.01 0.00 0.54 0.08
H -3.5045 6.6275 -4.4033 0.24 0.03 0.01 0.08
H -3.9062 6.8998 2.2238 -0.60 -0.16 -0.35 0.12
H -2.4064 6.3046 1.6254 0.14 -0.16 -0.11 0.11
H -4.0039 8.4230 0.2275 -0.24 0.05 -0.33 0.08
H -2.8605 8.8456 1.3713 1.12 0.12 -0.31 0.09
H -2.3792 7.8678 -0.2382 -1.43 1.26 1.33 0.00
C -0.8336 7.1581 -0.7435 2.87 -0.38 -1.55 -0.10
C -0.2698 7.1652 -2.1976 -2.23 1.44 1.37 -0.24
O -0.0889 5.8278 -2.6184 1.33 0.41 -0.30 -0.18
P 1.3470 5.1516 -2.4163 -0.14 -0.70 -0.60 0.42
O 2.1423 5.5069 -1.2432 -0.33 0.16 0.27 -0.21
O 2.1021 5.5389 -3.7771 -0.05 -1.32 -0.16 -0.16
C 3.4401 4.9831 -3.8976 1.63 1.04 1.84 -0.30
C 3.9319 4.8317 -5.2774 -0.46 -0.68 -1.34 -0.09
O 0.9140 3.6121 -2.5462 1.28 1.49 -0.32 -0.15
C 0.0791 3.1243 -1.4951 -0.48 -1.25 -0.54 -0.21
C 0.0134 1.6077 -1.6506 8.89 8.62 4.78 -0.14
H -1.0478 8.1749 -0.4144 1.16 -0.33 -0.33 0.08
H -1.6600 6.4556 -0.6363 0.73 0.70 -0.29 0.01
H -0.0175 6.7072 -0.1789 -0.06 0.19 0.55 0.10
H -1.0331 7.6492 -2.8067 -0.34 -0.57 -0.59 0.11
H 0.5079 7.9207 -2.3092 1.01 -0.88 0.11 0.12
H 4.1202 5.6819 -3.4105 -0.19 0.40 0.24 0.12
H 3.6350 4.0916 -3.3014 -0.85 -0.38 -0.10 0.12
H 3.3290 4.0544 -5.7467 -0.30 0.42 -0.68 0.08
H 3.9595 5.7884 -5.7991 -0.44 -0.17 -0.26 0.08
H 4.9365 4.4219 -5.3819 0.19 0.12 0.75 0.08
H 0.3142 3.4803 -0.4921 0.39 0.21 -0.14 0.13
H -0.9290 3.4517 -1.7494 0.09 0.32 0.21 0.09
H -0.3238 1.2392 -2.6194 3.76 3.63 -1.61 0.06
H 0.9830 1.1394 -1.4812 0.65 0.31 0.02 0.12
H -0.6496 1.1885 -0.8939 3.93 4.16 1.28 0.05
C -4.3480 1.9417 5.7563 -1.52 0.63 0.31 -0.07
C -3.2700 3.0271 5.7815 -0.70 -0.48 0.45 -0.25
O -2.0097 2.3772 5.7055 1.66 -0.31 -1.04 -0.20
P -1.3175 2.1296 4.2601 -2.40 0.90 1.60 0.60
O -1.0827 3.4013 3.5357 0.56 -2.02 0.25 -0.19
O -2.4302 1.1312 3.6326 1.85 1.18 2.93 -0.16
C -2.6858 0.9563 2.3027 -0.11 -2.06 -0.21 -0.24
C -1.5571 0.1138 1.6282 -0.73 0.55 2.28 -0.21
O -0.0028 1.1868 4.7405 -18.55 -0.87 5.05 -0.23
C -0.2951 -0.1148 5.3160 0.39 -1.95 -0.09 -0.23
C 0.7806 -0.4977 6.3522 -0.59 0.33 0.30 -0.06
H -4.1452 1.0865 6.4009 0.53 0.09 -0.11 0.08
H -5.2713 2.3446 6.1726 -0.07 0.36 0.31 0.07
H -4.7331 1.5793 4.8031 0.82 0.05 -0.31 0.07
H -3.3865 3.8500 5.0763 0.04 -0.41 -0.62 0.12
H -3.2692 3.5618 6.7313 -0.03 -0.37 0.26 0.12
H -3.5440 0.2868 2.3600 -0.50 0.21 -0.62 0.14
H -2.9218 1.8680 1.7538 -0.52 0.07 1.92 0.10
H -0.5525 0.4050 1.9347 -1.12 1.01 -0.29 0.02
H -1.7129 -0.9018 1.9922 0.01 0.85 0.21 -0.04
H -1.6038 0.2044 0.5430 1.74 -1.18 5.08 0.00
H -1.2994 -0.2835 5.7047 0.00 0.92 0.20 0.13
H -0.2244 -0.6983 4.3981 -0.33 -0.38 1.18 -0.02
H 0.4205 -1.2609 7.0421 -0.18 -0.04 -0.12 0.09
H 1.7463 -0.7887 5.9387 -0.51 -0.57 0.11 0.06
H 0.9887 0.4034 6.9290 -0.02 -0.08 0.29 0.10
C 3.5714 -8.6891 -2.6240 -0.49 0.49 -0.52 -0.06
C 2.5574 -7.5437 -2.6892 0.08 -0.60 0.38 -0.29
O 3.1533 -6.3704 -3.2429 1.04 2.05 1.19 -0.18
P 3.5060 -5.1062 -2.2548 0.41 -0.69 -1.28 0.52
O 3.8076 -3.8093 -2.9301 -0.01 -2.35 -0.04 -0.22
O 2.2251 -5.0252 -1.3350 0.01 -0.53 0.06 -0.16
C 1.1919 -4.0860 -1.5678 -3.34 -3.98 -0.23 -0.33
C -0.1150 -4.6677 -2.1649 2.56 -0.14 0.65 -0.02
O 4.6267 -5.7006 -1.2355 -2.45 0.52 -1.42 -0.17
C 5.2998 -4.7449 -0.4127 1.97 -0.81 0.41 -0.27
C 6.5739 -4.4161 -1.1530 1.04 0.89 0.76 -0.07
H 3.0701 -9.5322 -2.1486 0.25 -0.16 -0.02 0.08
H 3.9471 -8.9650 -3.6093 -0.14 -0.09 -0.01 0.08
H 4.4264 -8.3548 -2.0364 -0.10 -0.11 0.16 0.07
H 1.6553 -7.6846 -3.2846 0.20 -0.57 -0.19 0.12
H 2.2000 -7.4174 -1.6673 0.04 0.54 0.05 0.11
H 1.0108 -3.6526 -0.5842 -0.18 -0.47 -0.89 0.08
H 1.4263 -3.2734 -2.2555 1.21 -4.51 -0.90 0.03
H 0.1092 -4.9776 -3.1856 0.12 -0.29 0.13 0.10
H -0.5156 -5.5193 -1.6149 0.01 0.25 0.02 0.10
H -0.8450 -3.8681 -2.2909 1.49 -0.24 1.02 0.04
H 4.7766 -3.8426 -0.0961 -0.24 -0.50 -0.31 0.09
H 5.5402 -5.3078 0.4892 -0.05 0.02 0.11 0.12
H 6.4059 -3.6394 -1.8991 0.07 -0.32 -0.25 0.08
H 7.3172 -4.0288 -0.4561 -0.14 0.55 0.30 0.07
H 7.1397 -5.2708 -1.5236 -0.72 -0.25 -0.45 0.08
```
Positions in Å, forces in eV/Å.